(1)
Density functional theory data (wB97M-V/def2-TZVPD) for a structure of composition C14H28Br6O4S2 at a distorted geometry.

As for the LUMO energy: -0.115 eV. The energy above the lowest of the compared OMol25 structures with the same formula, charge and spin comes out at 379.04 kcal per mole.

```
54
C14H28Br6O4S2 | the OMol25 dataset | wB97M-V/def2-TZVPD
C -33.48 1.58 16.39
C -32.59 0.41 16.76
C -33.51 -0.64 17.28
S -34.88 0.16 18.27
O -34.48 0.23 19.65
O -36.13 -0.44 17.83
C -34.47 1.79 17.45
H -34.05 1.22 15.53
H -32.90 2.45 16.07
H -31.96 0.84 17.54
H -32.02 0.04 15.91
H -33.23 -1.56 17.79
H -33.96 -0.95 16.33
H -33.84 2.23 18.23
H -35.32 2.43 17.22
C -30.62 -0.06 19.98
C -32.18 -0.20 20.11
C -32.57 -1.59 19.59
S -31.30 -2.76 20.20
O -30.93 -3.67 19.15
O -31.67 -3.15 21.58
C -29.97 -1.43 20.34
H -30.23 0.64 20.72
H -30.37 0.33 18.99
H -32.56 0.65 19.55
H -32.48 -0.17 21.16
H -32.29 -1.51 18.54
H -33.53 -2.08 19.69
H -29.36 -1.64 19.46
H -29.38 -1.75 21.20
Br -30.45 -2.23 17.57
C -29.84 -2.22 15.68
C -29.20 -0.84 15.47
Br -30.76 0.47 15.39
H -30.57 -2.37 14.89
H -29.20 -3.09 15.52
H -28.65 -0.73 14.53
H -28.54 -0.68 16.32
Br -35.99 2.67 14.68
C -37.50 1.35 14.96
C -37.78 1.33 16.53
Br -39.24 0.06 16.85
H -37.15 0.38 14.60
H -38.39 1.72 14.45
H -37.86 2.27 17.07
H -36.82 0.95 16.87
Br -38.48 -2.90 18.90
C -36.78 -1.95 18.46
C -35.59 -2.73 18.99
Br -35.54 -2.59 20.93
H -36.87 -0.90 18.74
H -36.53 -2.03 17.40
H -34.55 -2.56 18.71
H -35.65 -3.81 18.80
```

---

(2)
Density functional theory data (wB97M-V/def2-TZVPD) for a cluster of 3 separate species, C14H28BrFIO8P in total at a distorted geometry.

As for the LUMO energy: -1.095 eV.

```
54
C14H28BrFIO8P | the OMol25 dataset | wB97M-V/def2-TZVPD
C 3.05 -1.97 -0.37
C 2.70 -0.59 0.17
C 1.30 -0.22 -0.29
F 1.02 -0.67 -1.53
O 1.23 1.22 -0.30
P -0.21 1.77 0.13
O -0.43 1.72 1.56
O -0.20 3.32 -0.33
I 1.58 4.13 0.24
O -1.19 0.93 -0.75
C -2.59 1.24 -0.54
C -3.42 -0.03 -0.64
C -2.82 -1.20 0.09
Br -2.92 -0.99 2.02
H 3.11 -1.93 -1.45
H 4.04 -2.24 -0.03
H 2.30 -2.68 -0.05
H 3.34 0.19 -0.23
H 2.68 -0.58 1.25
H 0.57 -0.58 0.43
H -2.75 1.74 0.41
H -2.90 1.90 -1.34
H -4.42 0.19 -0.29
H -3.49 -0.28 -1.69
H -1.78 -1.31 -0.16
H -3.36 -2.08 -0.20
O 6.03 -0.45 -0.16
C 7.06 -0.90 -0.56
O 7.04 -1.85 -1.52
C 8.20 -2.30 -2.21
C 8.89 -3.43 -1.48
C 8.39 -0.51 0.05
H 8.88 -1.47 -2.42
H 7.84 -2.66 -3.18
H 9.26 -3.11 -0.50
H 9.74 -3.80 -2.06
H 8.19 -4.25 -1.30
H 8.60 -1.17 0.89
H 8.30 0.51 0.42
H 9.22 -0.52 -0.65
O -6.96 0.02 -0.63
C -7.32 0.90 0.10
O -6.90 0.89 1.38
C -7.08 2.00 2.28
C -8.41 1.93 2.99
C -8.31 1.95 -0.35
H -6.92 2.94 1.76
H -6.27 1.90 3.00
H -9.24 2.02 2.28
H -8.49 2.74 3.71
H -8.52 0.98 3.50
H -9.32 1.60 -0.16
H -8.18 2.10 -1.41
H -8.16 2.92 0.13
```

---

(3)
Density functional theory data (wB97M-V/def2-TZVPD) for an isolated molecule of C14H28N2O2.

As for the LUMO energy: 0.831 eV. The energy above the lowest of the compared OMol25 structures with the same formula, charge and spin comes out at 36.03 kcal per mole. As for the SMILES: CCCCCCCN1CCC(=O)N(CCO)CC1.

```
46
C14H28N2O2 | the OMol25 dataset | wB97M-V/def2-TZVPD
C -5.77 -1.41 -1.14
C -5.12 -0.13 -0.63
C -4.22 -0.40 0.57
C -3.65 0.88 1.20
C -2.75 1.71 0.28
C -1.55 0.97 -0.30
C -0.58 0.48 0.78
N 0.58 -0.17 0.19
C 1.14 -1.22 1.02
C 2.06 -2.16 0.24
C 3.48 -1.64 0.11
O 4.42 -2.18 0.67
N 3.65 -0.54 -0.66
C 4.98 0.02 -0.77
C 5.21 1.18 0.21
O 6.52 1.69 0.12
C 2.55 0.18 -1.26
C 1.58 0.78 -0.24
H -5.01 -2.14 -1.43
H -6.38 -1.86 -0.36
H -6.40 -1.21 -2.00
H -4.53 0.31 -1.44
H -5.89 0.58 -0.35
H -3.40 -1.06 0.28
H -4.80 -0.92 1.34
H -4.48 1.51 1.52
H -3.09 0.61 2.10
H -2.40 2.57 0.85
H -3.35 2.09 -0.55
H -1.87 0.11 -0.89
H -1.03 1.65 -0.97
H -1.09 -0.26 1.40
H -0.28 1.32 1.43
H 0.31 -1.81 1.41
H 1.70 -0.80 1.89
H 1.63 -2.34 -0.75
H 2.13 -3.11 0.77
H 5.69 -0.78 -0.54
H 5.15 0.36 -1.80
H 4.99 0.84 1.23
H 4.55 2.02 -0.03
H 7.14 0.99 0.35
H 2.98 0.98 -1.87
H 1.98 -0.48 -1.92
H 1.07 1.62 -0.71
H 2.16 1.18 0.62
```

---

(4)
Density functional theory data (wB97M-V/def2-TZVPD) for a structure of composition C14H28N4OOsS2.

As for the LUMO energy (alpha / beta): -0.019 / -0.804 eV. The energy above the lowest of the compared OMol25 structures with the same formula, charge and spin comes out at 20.48 kcal per mole. Its spin multiplicity is 5.

```
50
C14H28N4OOsS2 | the OMol25 dataset | wB97M-V/def2-TZVPD
Os 0.20 0.50 -0.23
C -0.11 -0.05 -3.37
C -0.18 -1.35 -2.53
N -0.91 -1.15 -1.27
C -2.36 -0.89 -1.46
C -2.88 0.17 -0.50
N -1.94 1.29 -0.35
C -2.02 2.36 -1.33
C -1.47 1.93 -2.68
N -0.21 1.16 -2.54
H -0.90 -0.04 -4.12
H 0.83 -0.05 -3.91
H 0.83 -1.66 -2.26
H -0.63 -2.15 -3.13
H -0.77 -1.97 -0.68
H -2.92 -1.82 -1.31
H -2.51 -0.61 -2.50
H -2.99 -0.25 0.50
H -3.86 0.51 -0.82
H -2.09 1.67 0.61
H -1.44 3.20 -0.94
H -3.05 2.72 -1.46
H -1.31 2.81 -3.31
H -2.20 1.31 -3.21
H 0.57 1.78 -2.71
C 0.29 2.66 4.02
O 0.26 1.30 3.59
C -0.75 1.00 2.70
S -2.35 1.58 2.81
S -0.50 -0.67 2.12
H -0.57 2.89 4.64
H 0.30 3.33 3.16
H 1.21 2.77 4.58
C 2.45 -2.18 2.59
C 1.95 -1.77 1.19
C 3.16 -1.43 0.31
C 1.19 -2.95 0.58
C 1.11 -0.49 1.34
H 3.14 -3.02 2.52
H 1.62 -2.47 3.23
H 2.97 -1.34 3.07
H 3.74 -2.33 0.09
H 3.82 -0.72 0.81
H 2.85 -0.98 -0.63
H 1.74 -3.87 0.75
H 1.11 -2.85 -0.51
H 0.20 -3.08 1.02
H 1.68 0.22 1.94
N 2.20 2.94 -0.24
C 1.49 2.02 -0.16
```

---

(5)
Density functional theory data (wB97M-V/def2-TZVPD) for a cluster of 4 separate species, C14H28N5O3S in total at a distorted geometry.

As for the LUMO energy: -4.289 eV. Its net charge is +1.

```
51
C14H28N5O3S | the OMol25 dataset | wB97M-V/def2-TZVPD
S 4.26 0.56 -0.40
N 3.26 1.45 -1.54
C 1.77 1.06 -1.47
C 1.47 -0.51 -1.60
C -0.07 -1.04 -1.55
C -1.10 0.21 -1.41
C -0.52 1.70 -1.29
N 0.87 2.24 -1.29
H 4.83 -0.48 -1.20
H 3.56 1.14 -2.52
H 3.40 2.49 -1.52
H 2.35 -1.27 -1.73
H -0.40 -2.16 -1.61
H -2.26 0.02 -1.38
H -1.35 2.56 -1.19
C -0.59 -1.88 4.54
C -0.54 -2.45 3.15
O -1.01 -3.55 2.88
N 0.06 -1.71 2.18
C 0.67 -0.40 2.29
H -1.10 -2.58 5.21
H 0.42 -1.71 4.91
H -1.15 -0.94 4.54
H 0.06 -2.16 1.27
H 0.15 0.27 1.61
H 1.72 -0.49 1.99
H 0.62 -0.01 3.31
C 2.54 6.64 2.31
C 2.72 5.34 1.57
O 3.74 4.66 1.69
N 1.71 4.92 0.76
C 0.44 5.57 0.50
H 3.42 6.85 2.92
H 2.41 7.46 1.59
H 1.67 6.58 2.97
H 1.90 4.04 0.30
H -0.36 4.88 0.79
H 0.38 5.76 -0.58
H 0.34 6.51 1.04
C -3.90 -4.28 -1.40
C -3.41 -3.87 -2.76
O -3.36 -2.70 -3.12
N -3.00 -4.86 -3.61
C -2.98 -6.28 -3.39
H -4.19 -3.39 -0.84
H -4.78 -4.93 -1.50
H -3.11 -4.80 -0.85
H -2.68 -4.51 -4.51
H -1.95 -6.63 -3.51
H -3.60 -6.76 -4.15
H -3.34 -6.55 -2.40
```

---

(6)
Density functional theory data (wB97M-V/def2-TZVPD) for a structure of composition C14H29AuN3OPSi at a distorted geometry.

As for the LUMO energy: 0.608 eV.

```
50
C14H29AuN3OPSi | the OMol25 dataset | wB97M-V/def2-TZVPD
Au 8.20 7.08 9.32
C 5.25 6.86 12.88
N 6.30 7.81 13.25
C 6.02 8.55 14.46
P 7.81 7.84 12.61
O 7.89 6.74 11.64
N 8.98 7.59 13.78
C 9.79 6.37 13.60
C 9.48 8.61 14.75
N 7.93 9.33 12.17
C 6.78 10.23 11.79
C 9.25 9.89 11.79
H 4.27 7.26 12.65
H 5.15 6.05 13.58
H 5.51 6.33 11.92
H 4.94 8.82 14.67
H 6.64 9.39 14.43
H 6.23 7.99 15.35
H 9.16 5.58 13.30
H 10.31 6.16 14.54
H 10.58 6.35 12.80
H 8.87 9.48 14.65
H 10.53 8.88 14.59
H 9.51 8.23 15.76
H 5.92 9.64 11.74
H 6.96 10.74 10.86
H 6.62 10.96 12.58
H 9.98 9.12 11.84
H 9.49 10.64 12.52
H 9.34 10.35 10.82
C 7.51 6.75 5.79
Si 8.32 7.86 7.07
C 10.04 8.30 6.34
C 7.49 9.49 7.21
C 6.11 9.71 7.59
C 5.53 10.92 7.48
C 6.31 12.06 7.19
C 7.62 11.91 6.86
C 8.17 10.66 6.84
H 8.34 6.33 5.17
H 6.85 7.20 5.05
H 7.04 5.86 6.25
H 9.92 8.60 5.28
H 10.75 7.49 6.31
H 10.42 9.21 6.83
H 5.63 8.73 7.77
H 4.50 11.08 7.55
H 5.83 13.04 7.27
H 8.30 12.79 6.73
H 9.21 10.53 6.51
```

---

(7)
Density functional theory data (wB97M-V/def2-TZVPD) for a cluster of 3 separate species, C14H29FN2O10PS in total at a distorted geometry.

As for the LUMO energy: -5.140 eV. Its net charge is +1.

```
58
C14H29FN2O10PS | the OMol25 dataset | wB97M-V/def2-TZVPD
C 1.46 3.69 -2.21
C 2.26 2.31 -2.38
O 3.39 2.41 -2.94
N 1.85 0.98 -1.89
C 2.57 -0.16 -2.54
C 3.12 -1.30 -1.54
O 2.74 -0.33 -3.76
S 0.17 0.63 -2.08
C -0.86 1.41 -0.72
C -0.01 2.07 0.46
F -0.18 1.34 1.68
P -0.63 1.52 -3.92
N -1.46 2.84 -3.65
O 0.58 1.88 -5.05
O -1.70 0.42 -4.71
H 1.40 4.18 -3.25
H 0.39 3.58 -1.84
H 2.04 4.44 -1.56
H 3.95 -1.93 -2.00
H 3.38 -0.83 -0.54
H 2.20 -1.98 -1.35
H -1.63 2.16 -1.11
H -1.46 0.54 -0.27
H -0.44 3.12 0.66
H 1.10 2.22 0.26
H -1.05 3.64 -4.14
H 1.13 1.10 -5.29
H -1.74 -0.39 -4.14
C 6.09 -4.65 2.40
C 5.17 -4.96 3.56
O 4.73 -3.76 4.21
C 3.77 -3.08 3.58
O 3.25 -3.39 2.53
O 3.50 -1.98 4.30
C 2.56 -1.11 3.68
H 6.92 -4.01 2.73
H 6.50 -5.56 1.97
H 5.57 -4.10 1.61
H 5.72 -5.54 4.31
H 4.32 -5.57 3.25
H 1.64 -1.64 3.41
H 3.00 -0.65 2.79
H 2.31 -0.32 4.39
C -5.03 1.06 2.91
C -5.06 -0.23 2.11
O -6.16 -0.25 1.20
C -6.02 0.49 0.09
O -5.05 1.15 -0.20
O -7.15 0.39 -0.63
C -7.17 1.21 -1.79
H -5.99 1.21 3.41
H -4.24 1.03 3.66
H -4.86 1.92 2.27
H -5.19 -1.08 2.78
H -4.12 -0.39 1.57
H -6.29 1.04 -2.42
H -7.23 2.26 -1.50
H -8.06 0.96 -2.37
```

---

(8)
Density functional theory data (wB97M-V/def2-TZVPD) for an isolated molecule of C14H29N3 at a distorted geometry.

As for the LUMO energy: 0.960 eV. The energy above the lowest of the compared OMol25 structures with the same formula, charge and spin comes out at 0.00 kcal per mole. As for the SMILES: CCN(CC)CCNC[C@H]1CC2CCN1CC2.

```
46
C14H29N3 | the OMol25 dataset | wB97M-V/def2-TZVPD
C -2.53 -0.76 2.40
C -3.49 0.16 1.66
N -3.08 0.18 0.22
C -3.59 -0.96 -0.54
C -5.02 -0.76 -1.03
C -2.86 1.44 -0.49
C -1.49 2.03 -0.08
N -0.52 1.01 -0.44
C 0.76 1.07 0.29
C 1.69 -0.10 -0.05
C 2.21 -0.08 -1.51
C 3.69 -0.42 -1.54
C 4.46 0.64 -0.78
C 3.89 0.84 0.64
N 2.87 -0.19 0.88
C 3.44 -1.55 0.73
C 3.85 -1.74 -0.75
H -2.92 -0.94 3.39
H -2.42 -1.72 1.87
H -1.52 -0.29 2.42
H -4.52 -0.19 1.69
H -3.52 1.17 2.09
H -3.56 -1.79 0.10
H -2.91 -1.20 -1.38
H -5.10 0.06 -1.77
H -5.31 -1.69 -1.52
H -5.75 -0.63 -0.19
H -3.68 2.11 -0.23
H -2.91 1.31 -1.59
H -1.26 3.00 -0.55
H -1.55 2.22 1.02
H -0.95 0.08 -0.27
H 0.54 1.05 1.36
H 1.23 2.05 0.03
H 1.06 -0.99 0.09
H 1.66 -0.84 -2.10
H 2.07 0.93 -1.97
H 3.98 -0.48 -2.58
H 5.53 0.41 -0.76
H 4.28 1.58 -1.32
H 3.39 1.81 0.71
H 4.68 0.75 1.39
H 2.76 -2.35 1.03
H 4.32 -1.64 1.37
H 3.21 -2.52 -1.21
H 4.90 -2.05 -0.76
```

---

(9)
Density functional theory data (wB97M-V/def2-TZVPD) for a structure of composition C14H29N5O11P2ReS2 at a distorted geometry.

As for the LUMO energy (alpha / beta): -9.502 / -9.098 eV. The energy above the lowest of the compared OMol25 structures with the same formula, charge and spin comes out at 39.63 kcal per mole. Its spin multiplicity is 2. Its net charge is +2.

```
64
C14H29N5O11P2ReS2 | the OMol25 dataset | wB97M-V/def2-TZVPD
Re -1.63 0.68 0.67
C -1.54 -1.24 3.13
C -0.28 -0.38 3.22
N -0.46 0.94 2.55
C -1.07 2.01 3.37
C -2.56 1.81 3.62
S -3.47 1.45 2.04
C -4.29 -0.16 2.42
C -3.59 -1.36 1.78
N -2.12 -1.20 1.77
H -2.28 -0.89 3.84
H -1.28 -2.26 3.42
H 0.54 -0.89 2.70
H 0.01 -0.25 4.26
H 0.48 1.28 2.33
H -0.92 2.95 2.81
H -0.55 2.10 4.33
H -2.97 2.75 4.00
H -2.76 1.05 4.37
H -5.29 -0.08 2.01
H -4.38 -0.24 3.50
H -3.91 -1.45 0.74
H -3.88 -2.27 2.31
H -1.74 -1.98 1.23
O -0.16 3.43 -2.04
P -1.55 3.16 -1.34
O -2.48 4.27 -1.24
O -1.16 2.52 0.02
O -2.09 1.91 -2.21
P -3.43 1.12 -1.75
O -4.10 2.11 -0.67
O -4.25 0.69 -2.86
O -2.87 0.03 -0.81
H -0.19 4.22 -2.59
H -4.49 2.89 -1.07
C 3.88 -4.06 -1.84
C 4.61 -2.78 -2.13
S 4.07 -1.50 -0.93
O 2.68 -1.72 -0.58
O 4.99 -1.40 0.16
C 4.13 0.15 -1.80
C 2.90 0.45 -2.65
N 1.64 0.08 -2.02
C 1.13 0.61 -0.90
N -0.01 -0.02 -0.57
C -0.22 -0.98 -1.49
C 0.80 -0.94 -2.40
N 1.04 -1.90 -3.43
O 0.18 -2.73 -3.58
O 2.09 -1.85 -4.03
C 1.77 1.67 -0.12
H 4.18 -4.82 -2.56
H 2.81 -3.92 -1.93
H 4.11 -4.43 -0.85
H 4.39 -2.39 -3.12
H 5.69 -2.86 -1.98
H 5.01 0.14 -2.43
H 4.29 0.85 -0.98
H 2.97 -0.09 -3.59
H 2.86 1.53 -2.86
H -1.08 -1.63 -1.50
H 2.37 2.32 -0.75
H 2.42 1.22 0.64
H 1.01 2.29 0.35
```

---

Number 1: calculated total energy -465070.75735 eV. Number 2: calculated total energy -121503.62371 eV. Number 3: calculated total energy -22047.83169 eV. Number 4: calculated total energy -47114.19886 eV. Number 5: calculated total energy -39387.97668 eV. Number 6: calculated total energy -42366.20946 eV. Number 7: calculated total energy -61275.73935 eV. Number 8: calculated total energy -19457.80427 eV. Number 9: calculated total energy -87329.13586 eV.